A cluster of 2 separate species, C4H9N4 in total at a distorted geometry, computed with ωB97M-V with the def2-TZVPD basis set.

Each line ends with the Löwdin charge.
Cartesian coordinates (Å):
C 1.332 -0.230 -1.724  -0.122
C -0.733 0.495 -0.992  -0.196
C 0.349 -0.571 -0.688  -0.267
C -1.920 0.781 -0.142  -0.022
N 0.874 0.630 -2.534  0.035
N -0.318 1.177 -2.197  0.111
N 0.040 -1.800 -0.310  0.205
N 1.334 0.588 0.795  0.206
H 2.267 -0.721 -1.794  0.120
H -1.396 1.078 0.787  0.079
H -2.473 -0.174 0.000  0.098
H -2.415 1.717 -0.684  0.153
H 0.806 -2.478 -0.314  0.141
H -0.834 -2.197 0.259  0.219
H 1.730 -0.140 1.373  0.109
H 0.820 1.179 1.367  0.068
H 2.031 1.090 0.371  0.065

Its charge is +1. As for the HOMO energy (spin up / spin down): -13.87 / -13.87 eV. The calculation puts the frontier orbital gap (spin up / spin down) at 8.16 / 8.16 eV. The value obtained for the lowest unoccupied orbital energy (spin up / spin down) is -5.7 / -5.7 eV. The calculation puts the energy above the lowest of the compared OMol25 structures with the same formula, charge and spin at 93.9 kcal/mol.

A cluster of 2 separate species, C2H3N4S in total at a distorted geometry, computed with ωB97M-V with the def2-TZVPD basis set.

Each line ends with the Löwdin charge.
Cartesian coordinates (Å):
C -1.265 1.771 -0.498  -0.363
C 1.768 -0.115 -0.474  -0.603
N -1.552 1.474 0.831  -0.143
N -1.968 0.855 -1.183  -0.184
N -2.518 0.569 0.871  -0.160
N -2.793 0.186 -0.353  -0.159
S 3.276 0.364 -0.271  0.547
H 1.182 0.478 -1.043  -0.095
H 1.240 -1.067 -0.072  0.057
H -1.034 1.698 1.704  0.102

Its charge is -1. As for the HOMO energy: -3.59 eV. The calculation puts the frontier orbital gap at 6.26 eV. The value obtained for the lowest unoccupied orbital energy is 2.7 eV. The calculation puts the energy above the lowest of the compared OMol25 structures with the same formula, charge and spin at 82.5 kcal/mol.

A cluster of 2 separate species, C8H14 in total at a distorted geometry, computed with ωB97M-V with the def2-TZVPD basis set.

Each line ends with the Löwdin charge.
Cartesian coordinates (Å):
C 3.551 0.046 1.083  -0.159
C 3.170 1.196 0.193  -0.151
C -2.587 0.619 0.123  -0.012
C -2.908 1.237 1.285  -0.015
C -0.694 -0.604 -1.014  -0.061
C -2.064 -0.405 -0.659  -0.328
C -2.964 -1.508 -1.236  -0.069
C 0.540 0.034 -0.348  -0.161
H 2.416 0.024 0.695  0.050
H 4.113 -0.777 0.575  0.076
H 3.603 0.035 2.269  0.113
H 3.214 2.177 0.718  0.060
H 4.004 1.226 -0.470  0.030
H -2.930 2.262 1.490  0.012
H -3.090 0.607 2.224  0.077
H -0.480 -1.333 -1.871  0.118
H -2.358 -2.375 -1.435  0.060
H -3.844 -1.608 -0.568  0.092
H -3.242 -1.343 -2.249  0.060
H 1.359 -0.540 -0.778  0.066
H 0.527 -0.061 0.659  0.036
H 0.661 1.090 -0.688  0.107

As for the HOMO energy: -5.54 eV. The calculation puts the frontier orbital gap at 3.56 eV. The value obtained for the lowest unoccupied orbital energy is -2.0 eV. The calculation puts the energy above the lowest of the compared OMol25 structures with the same formula, charge and spin at 243.4 kcal/mol.

A structure of composition C47H42I2N3O7PPbS2, computed with ωB97M-V with the def2-TZVPD basis set.

Each line ends with the Löwdin charge.
Cartesian coordinates (Å):
Pb 0.537 -0.083 -0.409  1.469
C 6.196 4.464 -1.021  -0.110
O 5.116 5.312 -1.341  -0.098
C 3.919 4.694 -1.595  -0.305
C 2.814 5.558 -1.719  -0.054
C 1.568 5.010 -1.880  -0.064
C 1.344 3.624 -1.975  -0.103
C -0.025 3.124 -2.021  -0.383
C -1.131 4.121 -2.346  -0.025
O -0.405 1.976 -1.790  -0.080
C 2.492 2.742 -1.989  -0.378
O 2.443 1.508 -2.260  -0.142
C 3.769 3.344 -1.728  0.037
H 7.029 5.119 -0.769  0.081
H 6.479 3.830 -1.868  0.087
H 5.962 3.820 -0.168  0.097
H 2.968 6.626 -1.636  0.095
H 0.717 5.680 -1.888  0.095
H -0.849 4.818 -3.136  0.071
H -1.386 4.688 -1.447  0.081
H -2.011 3.554 -2.641  0.074
H 4.597 2.655 -1.621  0.104
C -4.989 3.448 -1.779  -0.114
C -5.035 2.079 -1.998  -0.094
C -4.414 1.217 -1.105  -0.113
C -3.739 1.697 0.016  -0.357
C -3.686 3.075 0.215  -0.080
C -4.314 3.941 -0.670  -0.114
P -2.938 0.426 1.099  1.128
C -4.173 0.355 2.469  -0.379
C -5.518 0.685 2.310  -0.091
C -6.431 0.469 3.334  -0.108
C -6.020 -0.093 4.533  -0.122
C -4.686 -0.445 4.698  -0.101
C -3.777 -0.233 3.675  -0.115
C -1.598 1.386 1.906  -0.423
C -1.891 2.200 3.008  -0.143
C -0.897 2.923 3.641  -0.111
C 0.406 2.827 3.180  -0.096
C 0.699 2.014 2.098  -0.141
C -0.277 1.275 1.416  -0.258
H -5.457 4.131 -2.479  0.091
H -5.538 1.678 -2.870  0.093
H -4.425 0.148 -1.284  0.084
H -3.146 3.486 1.057  0.097
H -4.264 5.010 -0.497  0.095
H -5.852 1.129 1.380  0.095
H -7.472 0.739 3.192  0.092
H -6.733 -0.265 5.331  0.087
H -4.356 -0.896 5.626  0.095
H -2.736 -0.506 3.807  0.111
H -2.905 2.253 3.390  0.093
H -1.136 3.548 4.495  0.089
H 1.201 3.376 3.674  0.097
H 1.731 1.947 1.776  0.072
I -3.286 -1.318 -4.223  0.817
C -2.573 -2.610 -2.724  -0.650
C -2.778 -3.974 -2.838  -0.268
C -2.249 -4.823 -1.895  -0.671
I -2.633 -6.896 -2.115  0.780
C -1.473 -4.342 -0.822  -0.230
C -0.850 -5.143 0.158  -0.060
C -0.111 -4.566 1.156  -0.053
C 0.043 -3.173 1.173  -0.127
N -0.519 -2.402 0.269  0.036
C -1.276 -2.935 -0.711  -0.169
C -1.841 -1.996 -1.683  -0.519
O -1.687 -0.751 -1.578  -0.258
H -3.344 -4.365 -3.672  0.069
H -0.949 -6.219 0.101  0.047
H 0.361 -5.176 1.915  0.098
H 0.648 -2.672 1.922  0.098
S 0.920 -3.350 -3.692  0.602
C 1.672 -2.112 -4.524  -0.881
N 2.053 -2.334 -5.818  -0.022
C 2.675 -1.360 -6.694  -0.208
C 3.438 -0.351 -5.850  -0.173
C 2.505 0.179 -4.775  -0.178
N 1.986 -0.928 -3.993  0.038
H 1.670 -3.175 -6.208  0.094
H 1.926 -0.845 -7.310  0.112
H 3.358 -1.886 -7.367  0.107
H 3.806 0.463 -6.475  0.108
H 4.287 -0.845 -5.374  0.119
H 1.680 0.732 -5.243  0.129
H 3.010 0.854 -4.088  0.096
H 1.711 -0.697 -3.049  0.067
C 7.630 -4.632 1.146  -0.069
C 6.541 -3.652 1.505  -0.294
C 6.818 -2.299 1.661  -0.054
C 5.802 -1.393 1.940  -0.055
C 4.499 -1.837 2.073  -0.253
C 4.210 -3.187 1.942  -0.050
C 5.226 -4.086 1.662  -0.050
S 3.162 -0.652 2.297  0.432
O 2.503 -1.023 3.535  -0.337
O 3.807 0.647 2.298  -0.343
O 2.336 -0.924 1.105  -0.516
H 8.579 -4.119 0.993  0.064
H 7.375 -5.162 0.226  0.075
H 7.768 -5.378 1.931  0.072
H 7.837 -1.947 1.544  0.100
H 5.992 -0.333 2.045  0.104
H 3.183 -3.516 2.044  0.107
H 4.997 -5.139 1.539  0.108

Its charge is -2. As for the HOMO energy: -2.32 eV. The calculation puts the frontier orbital gap at 5.77 eV. The value obtained for the lowest unoccupied orbital energy is 3.5 eV. The calculation puts the energy above the lowest of the compared OMol25 structures with the same formula, charge and spin at 18.8 kcal/mol.

A structure of composition C5H10N at a distorted geometry, computed with ωB97M-V with the def2-TZVPD basis set.

Each line ends with the Löwdin charge.
Cartesian coordinates (Å):
C 1.954 0.387 -0.736  0.211
C 0.616 -0.450 1.290  0.022
C -0.346 -0.300 0.163  -0.292
C -1.070 -1.374 -0.558  -0.006
C -1.105 1.508 0.131  0.129
N 1.028 -0.052 -0.013  -0.061
H 1.763 0.625 -1.777  0.128
H 2.953 0.539 -0.346  0.128
H 0.674 0.293 2.077  0.139
H 0.932 -1.440 1.602  0.144
H -0.494 -2.299 -0.513  0.099
H -1.219 -1.108 -1.602  0.096
H -2.038 -1.555 -0.103  0.100
H -1.336 1.672 -0.907  0.054
H -0.332 2.132 0.536  0.051
H -1.981 1.422 0.754  0.058

Its charge is +1. As for the HOMO energy: -15.14 eV. The calculation puts the frontier orbital gap at 10.29 eV. The value obtained for the lowest unoccupied orbital energy is -4.8 eV. The calculation puts the energy above the lowest of the compared OMol25 structures with the same formula, charge and spin at 61.4 kcal/mol.